(1)
The following is a quantum chemistry calculation of a molecular structure, C49H50N9O3PRbS4 at a distorted geometry, from the OMol25 dataset.

XYZ file:
```
117
Properties=species:S:1:pos:R:3:mulliken_charge:R:1
Rb 0.73 -0.52 0.14 1.394
N -2.32 -2.93 -2.90 0.243
C -1.23 -3.22 -3.71 0.313
C -1.01 -4.19 -4.67 -1.324
C 0.23 -4.17 -5.29 -0.513
C 1.20 -3.21 -4.97 -0.744
C 0.97 -2.25 -4.01 -0.344
C -0.26 -2.28 -3.36 0.135
N -0.73 -1.46 -2.34 1.334
C -1.95 -1.87 -2.12 -0.179
C -2.89 -1.25 -1.17 -0.659
C -4.25 -1.42 -1.21 -0.523
S -4.98 -0.48 0.01 -0.348
C -3.43 0.07 0.49 -0.303
N -2.43 -0.41 -0.19 0.910
H -3.18 -3.44 -2.84 0.201
H -1.76 -4.93 -4.94 0.437
H 0.45 -4.91 -6.06 0.391
H 2.15 -3.22 -5.50 0.491
H 1.70 -1.50 -3.75 0.250
H -4.83 -1.98 -1.92 0.426
H -3.29 0.77 1.29 0.099
O 5.66 -3.38 2.51 -0.745
C 5.60 -2.20 3.14 0.684
C 6.60 -1.91 4.06 -0.763
C 6.60 -0.71 4.75 -0.222
C 5.60 0.22 4.53 -0.792
C 4.61 -0.07 3.61 -0.666
C 4.57 -1.27 2.91 0.179
C 3.43 -1.47 1.94 0.263
O 2.56 -0.59 1.85 -0.787
N 3.49 -2.64 1.29 -0.579
N 2.35 -2.91 0.54 0.349
C 2.41 -3.99 -0.12 -0.366
S 1.01 -4.54 -1.07 0.090
C 1.65 -6.21 -1.29 -0.707
C 3.15 -6.11 -1.48 -0.550
S 3.80 -5.08 -0.14 -0.201
H 4.84 -3.40 1.92 0.688
H 7.38 -2.65 4.22 0.380
H 7.40 -0.51 5.46 0.352
H 5.60 1.16 5.06 0.389
H 3.81 0.63 3.41 0.402
H 1.16 -6.64 -2.17 0.365
H 1.42 -6.82 -0.41 0.286
H 3.38 -5.64 -2.44 0.263
H 3.64 -7.08 -1.43 0.379
O 2.91 -0.29 -1.45 -0.684
C 2.58 0.36 -2.38 0.925
C 2.25 1.19 -3.35 0.151
C 3.21 1.37 -4.47 -1.595
C 2.91 2.16 -5.52 -0.263
C 1.68 2.88 -5.63 -1.162
C 0.78 2.74 -4.60 -0.025
C 0.96 1.94 -3.47 0.273
P -0.24 1.88 -2.17 1.227
C -0.43 3.64 -1.63 0.613
C -1.30 4.59 -2.17 -0.234
C -1.29 5.90 -1.73 -0.749
C -0.40 6.31 -0.75 -0.569
C 0.49 5.38 -0.21 -0.672
C 0.46 4.06 -0.64 -0.797
C -1.87 1.61 -2.99 0.132
C -3.05 1.96 -2.34 -0.421
C -4.29 1.64 -2.88 -0.665
C -4.36 0.93 -4.07 -0.804
C -3.19 0.57 -4.72 -0.646
C -1.96 0.91 -4.19 -0.828
H 4.16 0.86 -4.42 0.462
H 3.66 2.25 -6.30 0.344
H 1.47 3.51 -6.48 0.412
H -0.15 3.30 -4.67 0.247
H -2.00 4.30 -2.94 0.364
H -1.98 6.62 -2.17 0.395
H -0.38 7.34 -0.41 0.389
H 1.19 5.68 0.56 0.429
H 1.14 3.35 -0.20 0.424
H -3.00 2.50 -1.40 0.428
H -5.19 1.94 -2.36 0.474
H -5.33 0.68 -4.50 0.377
H -3.24 0.02 -5.65 0.448
H -1.04 0.64 -4.70 0.494
C -1.98 5.53 3.32 -1.195
N -2.23 4.21 2.75 0.229
C -2.77 4.27 1.40 -1.395
C -1.45 3.15 3.10 -0.405
S -0.93 2.03 1.99 0.156
N -1.11 3.08 4.42 0.222
C -2.05 3.49 5.45 -1.245
C -0.15 2.09 4.87 -1.126
H -1.49 6.15 2.56 0.353
H -1.32 5.45 4.18 0.429
H -2.91 6.01 3.62 0.291
H -3.53 5.05 1.38 0.395
H -3.22 3.32 1.13 0.219
H -1.99 4.50 0.66 0.672
H -2.92 3.98 5.01 0.405
H -1.59 4.17 6.17 0.318
H -2.40 2.61 6.00 0.395
H 0.66 1.99 4.15 0.415
H -0.62 1.10 4.98 0.340
H 0.25 2.41 5.83 0.318
C -3.75 -2.33 4.19 -1.176
C -2.40 -2.69 3.66 0.674
C -1.53 -3.70 3.97 -1.462
C -0.39 -3.48 3.16 0.518
N -0.56 -2.41 2.40 -0.046
N -1.78 -1.95 2.72 0.506
C 0.86 -4.29 3.09 -0.718
H -4.12 -3.14 4.82 0.345
H -4.46 -2.17 3.39 0.263
H -3.71 -1.42 4.80 0.216
H -1.68 -4.49 4.69 0.419
H -2.10 -1.10 2.28 -0.059
H 1.03 -4.82 4.02 0.407
H 1.72 -3.66 2.89 -0.009
H 0.81 -5.03 2.28 0.057
```

The value obtained for the energy relative to the best compared isomer or geometry (same formula, charge and spin) is 1.007 eV. The HOMO energy is -0.076 hartree. Its net charge is -1. The HOMO-LUMO gap comes out at 3.637 eV.


(2)
The following is a quantum chemistry calculation of 10 unconnected molecules or ions with the total composition C49H51ClF3N9O3, from the OMol25 dataset.

XYZ file:
```
116
Properties=species:S:1:pos:R:3:mulliken_charge:R:1
O -0.27 0.93 6.62 -0.434
C -1.44 0.89 6.58 0.612
Cl -2.36 0.59 8.08 -0.209
C -2.25 1.05 5.31 -0.462
C -2.59 -0.32 4.76 0.903
C -3.54 -1.11 5.43 -0.769
C -3.86 -2.39 4.99 -0.882
C -3.24 -2.90 3.85 -1.096
C -2.31 -2.13 3.18 0.942
C -1.98 -0.83 3.61 0.380
C -0.99 -0.09 2.79 0.029
O -1.03 1.09 2.56 -0.557
C 0.09 -0.93 2.19 -0.434
C -0.22 -2.16 1.80 0.171
C 0.82 -3.07 1.21 0.741
F 2.04 -2.55 1.35 -0.266
F 0.81 -4.24 1.88 -0.283
F 0.61 -3.34 -0.08 -0.242
C -1.61 -2.67 1.98 -0.090
O -2.11 -3.45 1.22 -0.554
H -3.15 1.63 5.51 0.265
H -1.61 1.61 4.64 0.121
H -4.00 -0.71 6.32 0.396
H -4.58 -2.96 5.55 0.551
H -3.46 -3.90 3.51 0.536
H 1.07 -0.49 2.08 0.559
C 3.29 1.67 -0.46 -0.883
C 4.12 2.60 0.22 -0.405
C 4.65 1.97 1.30 -0.770
N 4.18 0.68 1.32 -0.003
C 3.35 0.49 0.24 -0.228
H 2.72 1.83 -1.36 0.500
H 4.30 3.63 -0.07 0.479
H 5.33 2.31 2.07 0.520
H 4.40 -0.01 2.00 0.229
H 2.88 -0.46 0.07 0.573
C 3.11 -2.23 -2.70 -0.167
C 3.79 -2.32 -3.94 -0.485
C 3.15 -3.27 -4.69 -0.773
N 2.11 -3.75 -3.95 0.206
C 2.07 -3.13 -2.74 -1.450
H 3.35 -1.58 -1.88 0.427
H 4.66 -1.76 -4.24 0.385
H 3.34 -3.64 -5.69 0.614
H 1.46 -4.46 -4.25 0.209
H 1.32 -3.37 -2.01 0.970
C -2.29 4.84 -0.83 -0.584
C -1.43 5.77 -0.20 -0.562
C -0.98 5.19 0.96 -0.140
N -1.54 3.95 1.05 0.178
C -2.33 3.72 -0.04 -0.413
H -2.81 4.97 -1.76 0.395
H -1.17 6.76 -0.55 0.414
H -0.32 5.56 1.73 0.121
H -1.40 3.30 1.80 0.223
H -2.86 2.79 -0.15 0.413
C -8.56 -4.81 4.23 -0.462
C -8.76 -4.78 5.64 -0.548
C -8.29 -3.58 6.10 -0.379
N -7.81 -2.88 5.02 0.202
C -7.98 -3.62 3.88 -0.503
H -8.82 -5.60 3.56 0.420
H -9.20 -5.55 6.24 0.398
H -8.26 -3.17 7.09 0.368
H -7.40 -1.97 5.06 0.133
H -7.66 -3.24 2.92 0.379
C -7.39 1.94 3.49 -0.663
C -6.64 2.88 4.26 -0.389
C -6.31 2.27 5.44 -0.650
N -6.84 1.01 5.42 0.088
C -7.49 0.80 4.23 -0.397
H -7.80 2.10 2.51 0.436
H -6.37 3.88 3.97 0.433
H -5.76 2.63 6.29 0.487
H -6.76 0.34 6.16 0.211
H -7.97 -0.14 4.02 0.448
C 5.12 -3.99 -9.65 -0.469
C 6.45 -3.99 -9.12 -0.528
C 6.43 -3.26 -7.97 -0.458
N 5.15 -2.82 -7.77 0.046
C 4.34 -3.26 -8.79 -0.552
H 4.79 -4.47 -10.55 0.408
H 7.31 -4.47 -9.55 0.416
H 7.21 -3.02 -7.27 0.429
H 4.83 -2.26 -7.00 0.301
H 3.30 -3.02 -8.82 0.438
C -0.96 -1.46 -6.62 -0.975
C -0.05 -1.82 -5.59 0.300
C -0.39 -1.11 -4.47 -0.774
N -1.47 -0.33 -4.78 0.066
C -1.83 -0.54 -6.09 -0.434
H -0.98 -1.82 -7.63 0.378
H 0.76 -2.52 -5.67 0.461
H 0.04 -1.10 -3.48 0.470
H -1.93 0.29 -4.15 0.169
H -2.66 -0.01 -6.52 0.379
C 7.09 1.56 -5.14 -0.666
C 7.77 1.77 -6.37 -0.568
C 7.34 0.80 -7.24 -0.379
N 6.43 0.02 -6.58 0.162
C 6.27 0.48 -5.30 -0.253
H 7.19 2.15 -4.24 0.424
H 8.50 2.53 -6.59 0.397
H 7.60 0.60 -8.26 0.382
H 5.94 -0.76 -6.97 0.138
H 5.58 0.01 -4.62 0.382
C 3.89 5.89 4.27 -0.395
C 2.75 6.67 4.61 -0.617
C 1.68 6.16 3.92 -0.348
N 2.14 5.10 3.18 0.158
C 3.47 4.93 3.39 -0.276
H 4.89 6.02 4.64 0.402
H 2.71 7.52 5.28 0.404
H 0.65 6.46 3.89 0.371
H 1.57 4.53 2.57 0.189
H 4.02 4.14 2.90 0.095
```

The SMILES is O=C(Cl)Cc1cccc2c1C(=O)C=C(C(F)(F)F)C2=O.c1cc[nH]c1.c1cc[nH]c1.c1cc[nH]c1.c1cc[nH]c1.c1cc[nH]c1.c1cc[nH]c1.c1cc[nH]c1.c1cc[nH]c1.c1cc[nH]c1. The HOMO energy is -0.301 hartree. Its net charge is 0. The HOMO-LUMO gap comes out at 6.296 eV.


(3)
The following is a quantum chemistry calculation of 6 unconnected molecules or ions with the total composition C49H52Cl2F5NO20S at a distorted geometry, from the OMol25 dataset.

XYZ file:
```
130
Properties=species:S:1:pos:R:3:mulliken_charge:R:1
C 1.56 -4.14 4.51 -0.429
C 1.20 -3.48 5.91 0.623
O 2.10 -2.94 6.51 -0.532
O -0.12 -3.53 6.33 -0.362
C -0.80 -2.27 5.99 0.210
C -2.29 -2.51 5.56 -0.681
C -2.47 -3.88 4.75 -0.108
C -3.77 -3.88 3.86 -1.174
C -3.62 -3.08 2.51 0.691
C -3.30 -3.99 1.24 -0.736
C -2.15 -3.41 0.34 0.048
C -0.97 -2.79 1.01 0.722
C 0.16 -2.21 0.25 -1.240
C 0.07 -2.26 -1.24 0.422
C -1.05 -2.85 -1.96 -0.870
C -2.16 -3.42 -1.13 0.392
C -3.37 -4.01 -1.96 -0.850
O -3.75 -3.06 -2.99 -0.242
C -4.07 -1.81 -2.46 0.889
C -5.41 -1.50 -1.67 -1.107
O -3.32 -0.84 -2.61 -0.481
S 1.49 -1.46 -2.11 -0.195
C 1.75 0.01 -1.03 1.014
C 2.06 1.35 -1.57 -0.002
O 2.18 1.56 -2.93 -0.516
C 2.21 2.45 -0.57 -0.189
C 2.03 2.20 0.86 0.762
C 2.12 3.31 1.96 -0.354
Cl 3.60 3.64 2.90 -0.173
C 0.96 4.02 2.18 0.102
C -0.33 3.72 1.32 -0.743
Cl 0.82 5.30 3.41 -0.170
C 1.74 0.83 1.39 -0.037
C 1.59 0.53 2.92 -1.186
C 0.14 0.95 3.37 1.271
C -1.00 0.41 2.61 -0.122
C -2.40 0.76 2.92 -0.697
C -2.61 1.68 4.07 -1.050
C -1.47 2.22 4.83 1.029
C -1.78 3.21 6.00 -1.338
C -0.06 1.86 4.53 -0.931
C 1.59 -0.27 0.44 -0.857
N 1.30 -1.61 0.92 0.396
H 1.39 -3.39 3.68 -0.173
H 2.65 -4.45 4.49 0.349
H 0.94 -5.05 4.32 0.319
H -0.71 -1.63 6.92 0.341
H -0.21 -1.75 5.19 -0.293
H -2.65 -1.63 4.95 0.193
H -2.91 -2.54 6.50 0.377
H -1.55 -4.05 4.13 -0.045
H -2.62 -4.68 5.54 0.443
H -4.19 -4.91 3.65 0.401
H -4.58 -3.36 4.46 0.396
H -4.63 -2.60 2.31 0.375
H -2.90 -2.24 2.67 -0.785
H -2.98 -5.01 1.62 0.348
H -4.27 -4.14 0.69 0.091
H -0.99 -2.77 2.12 0.295
H -1.10 -2.86 -3.08 0.395
H -3.09 -5.01 -2.41 0.309
H -4.27 -4.18 -1.30 0.319
H -5.52 -0.38 -1.63 0.368
H -6.29 -1.91 -2.23 0.325
H -5.34 -1.84 -0.60 0.133
H 3.09 1.44 -3.24 -0.042
H 2.42 3.51 -0.89 0.531
H -0.57 2.61 1.31 0.067
H -1.24 4.22 1.75 0.363
H -0.15 3.99 0.24 0.282
H 1.70 -0.58 3.14 0.068
H 2.40 1.03 3.53 0.523
H -0.79 -0.27 1.76 0.158
H -3.25 0.34 2.33 0.382
H -3.64 2.00 4.35 0.360
H -2.52 2.80 6.74 0.381
H -2.23 4.13 5.54 0.323
H -0.81 3.52 6.47 0.136
H 0.82 2.24 5.10 0.314
H 2.12 -2.17 0.65 0.469
O -5.42 0.98 -8.52 -0.532
C -4.76 0.51 -7.65 0.594
O -5.04 -0.66 -7.02 -0.383
C -3.93 -0.93 -6.16 0.556
C -3.35 0.42 -5.94 0.376
F -2.01 0.35 -5.77 -0.231
O -3.62 1.08 -7.16 -0.334
H -3.24 -1.62 -6.66 -0.043
H -4.27 -1.39 -5.23 -0.186
H -3.80 0.98 -5.11 0.208
O 5.65 2.99 -3.50 -0.507
C 4.91 3.60 -4.20 0.685
O 4.35 3.11 -5.34 -0.227
C 3.42 4.09 -5.81 -0.361
C 3.96 5.35 -5.18 0.238
F 2.96 6.21 -4.90 -0.293
O 4.51 4.89 -3.97 -0.314
H 2.42 3.84 -5.46 0.248
H 3.42 4.14 -6.90 0.270
H 4.73 5.85 -5.77 0.302
O 0.34 6.33 8.58 -0.504
C 1.21 5.52 8.66 0.628
O 2.48 5.79 9.06 -0.318
C 3.16 4.55 9.15 -0.411
C 2.36 3.68 8.23 0.322
F 2.36 2.39 8.65 -0.300
O 1.05 4.20 8.36 -0.279
H 3.14 4.19 10.19 0.277
H 4.20 4.65 8.84 0.282
H 2.67 3.73 7.18 0.292
O 7.02 -3.10 -3.35 -0.507
C 6.42 -2.15 -3.73 0.460
O 6.92 -1.22 -4.59 -0.332
C 5.85 -0.33 -4.90 -0.288
C 4.94 -0.50 -3.72 0.461
F 3.64 -0.33 -4.07 -0.294
O 5.14 -1.85 -3.35 -0.256
H 5.38 -0.64 -5.84 0.284
H 6.21 0.69 -5.00 0.176
H 5.18 0.15 -2.87 0.273
O -1.44 -2.80 -7.42 -0.545
C -0.83 -2.10 -8.15 0.658
O -1.39 -1.19 -8.99 -0.274
C -0.33 -0.47 -9.59 -0.426
C 0.82 -1.43 -9.47 0.304
F 2.00 -0.77 -9.32 -0.277
O 0.53 -2.11 -8.26 -0.265
H -0.16 0.46 -9.04 0.279
H -0.56 -0.22 -10.63 0.277
H 0.90 -2.14 -10.29 0.237
```

The SMILES is CC(=O)OCCCCCCc1cc2c(cc1COC(C)=O)Sc1c(O)cc(/C(Cl)=C(\C)Cl)c(Cc3cccc(C)c3)c1N2.O=C1OC[C@@H](F)O1.O=C1OC[C@@H](F)O1.O=C1OC[C@@H](F)O1.O=C1OC[C@@H](F)O1.O=C1OC[C@@H](F)O1. The HOMO energy is -0.306 hartree. Its net charge is 0. The HOMO-LUMO gap comes out at 8.428 eV.


(4)
The following is a quantum chemistry calculation of a molecular structure, C49H52Cl5N5O3STa at a distorted geometry, from the OMol25 dataset.

XYZ file:
```
116
Properties=species:S:1:pos:R:3:mulliken_charge:R:1
Ta -0.13 1.26 -0.64 -2.613
Cl 0.78 2.75 1.85 -0.207
C -0.98 2.73 1.87 1.370
C -1.57 2.06 0.82 -1.339
C -2.95 2.14 0.72 1.054
Cl -3.74 1.45 -0.66 -0.159
C -3.71 2.80 1.69 -0.068
Cl -5.42 2.85 1.55 -0.179
C -3.07 3.43 2.76 0.575
Cl -3.99 4.27 3.94 -0.169
C -1.68 3.41 2.84 -0.237
Cl -0.85 4.24 4.09 -0.151
C -5.48 0.93 7.47 -0.931
O -4.26 1.31 6.85 -0.398
C -3.25 0.41 6.84 0.820
C -2.05 0.85 6.27 -0.628
C -0.97 0.00 6.15 0.015
C -1.07 -1.31 6.63 -0.277
C -2.23 -1.71 7.28 -0.427
C -3.33 -0.88 7.36 -0.579
N -0.03 -2.30 6.57 -0.374
N 0.72 -2.48 5.60 -0.540
C 0.57 -1.84 4.32 0.160
C 1.69 -1.26 3.79 -0.484
C 1.67 -0.65 2.52 -0.320
C 0.53 -0.62 1.79 -0.831
O 0.47 -0.01 0.58 2.184
C -0.67 -1.20 2.31 0.865
N -1.81 -1.07 1.58 -0.048
C -2.89 -1.66 2.02 -0.495
C -2.92 -2.49 3.16 -1.282
C -1.78 -2.61 3.91 -1.057
C -0.62 -1.89 3.54 0.732
H -6.13 1.79 7.40 0.237
H -5.32 0.68 8.52 0.374
H -5.93 0.08 6.95 0.367
H -1.99 1.88 5.94 0.523
H -0.05 0.36 5.72 0.461
H -2.26 -2.71 7.70 0.485
H -4.23 -1.23 7.85 0.448
H 2.60 -1.26 4.39 0.470
H 2.57 -0.20 2.12 0.495
H -3.80 -1.50 1.44 0.597
H -3.82 -3.02 3.43 0.513
H -1.76 -3.25 4.78 0.655
C -2.59 -5.00 -3.36 -0.533
C -2.67 -4.81 -1.99 -0.782
C -2.31 -3.59 -1.44 -0.409
C -1.87 -2.53 -2.25 0.437
C -1.79 -2.75 -3.63 0.173
C -2.14 -3.97 -4.18 -1.155
C -1.43 -1.31 -1.56 -0.901
C -1.11 -0.08 -2.05 1.366
C -1.42 0.36 -3.43 -0.096
C -2.74 0.31 -3.88 0.395
C -3.09 0.75 -5.14 -1.109
C -2.12 1.24 -6.00 -0.661
C -0.80 1.28 -5.58 -0.673
C -0.45 0.86 -4.30 -0.123
H -2.88 -5.95 -3.79 0.406
H -3.00 -5.61 -1.34 0.452
H -2.36 -3.44 -0.37 0.410
H -1.43 -1.96 -4.28 0.602
H -2.07 -4.12 -5.25 0.447
H -1.32 -1.45 -0.49 -0.295
H -3.51 -0.08 -3.21 0.427
H -4.12 0.70 -5.46 0.453
H -2.38 1.58 -7.00 0.413
H -0.03 1.65 -6.25 0.448
H 0.58 0.89 -4.00 0.318
C 4.10 -3.75 -4.73 -1.393
C 3.69 -3.53 -3.28 -0.343
C 2.46 -2.64 -3.16 -0.565
C 2.00 -2.42 -1.73 -0.117
N 2.98 -1.70 -0.92 0.000
C 3.14 -0.38 -0.84 -0.228
S 2.24 0.72 -1.84 -0.242
N 4.07 0.07 -0.01 0.211
C 4.60 1.43 0.08 -0.548
C 6.03 1.54 -0.43 -0.917
C 6.21 1.42 -1.95 -0.366
C 6.05 0.01 -2.52 -0.754
H 4.97 -4.40 -4.80 0.399
H 4.35 -2.80 -5.21 0.316
H 3.29 -4.21 -5.30 0.345
H 4.52 -3.08 -2.73 0.214
H 3.48 -4.49 -2.80 0.350
H 1.62 -3.09 -3.70 0.567
H 2.65 -1.67 -3.63 0.166
H 1.84 -3.38 -1.23 0.697
H 1.07 -1.87 -1.69 -0.578
H 3.61 -2.26 -0.37 0.334
H 4.62 -0.63 0.47 0.287
H 4.55 1.74 1.13 0.328
H 3.94 2.08 -0.49 0.278
H 6.66 0.80 0.08 0.352
H 6.40 2.52 -0.11 0.381
H 7.21 1.77 -2.19 0.346
H 5.52 2.10 -2.44 0.231
H 6.58 -0.73 -1.91 0.299
H 6.46 -0.04 -3.53 0.466
H 5.00 -0.30 -2.60 -0.045
C 1.33 4.50 -2.16 -1.497
C -0.15 4.21 -1.96 1.456
C -0.75 5.07 -0.87 -1.469
C -0.93 4.34 -3.26 -1.393
O -0.26 2.82 -1.55 0.599
H 1.46 5.52 -2.53 0.464
H 1.76 3.81 -2.88 0.310
H 1.87 4.40 -1.21 0.285
H -0.80 6.10 -1.20 0.502
H -0.15 5.03 0.04 0.313
H -1.76 4.74 -0.63 0.265
H -0.81 5.35 -3.65 0.498
H -1.99 4.16 -3.09 0.365
H -0.57 3.63 -4.00 0.215
```

The value obtained for the energy relative to the best compared isomer or geometry (same formula, charge and spin) is 0.813 eV. The HOMO energy is -0.367 hartree. Its net charge is +1. The HOMO-LUMO gap comes out at 6.512 eV.